The following is a quantum chemistry calculation of a molecular structure, C42H54N6O3PTi, from the Open Molecules 2025 dataset.

Output
- Kohn-Sham gap: 6.7 eV
- LUMO: -3.491 eV
- Net charge: +1
- Energy relative to the best compared isomer or geometry (same formula, charge and spin): 224.8 kJ/mol

```
107
C42H54N6O3PTi | the Open Molecules 2025 dataset | ωB97M-V/def2-TZVPD
Ti 0.4842 0.2866 -0.4674
O 4.4671 0.5700 3.2199
C 3.4662 -0.0871 3.8145
C 3.6499 -0.4609 5.1469
C 2.6757 -1.1643 5.8217
C 1.4808 -1.5088 5.1909
C 1.2752 -1.1247 3.8859
C 2.2495 -0.4121 3.1751
C 1.9733 -0.0601 1.7857
O 0.7599 -0.1581 1.3050
N 2.9632 0.3023 1.0113
N 2.5383 0.4287 -0.2875
C 3.4081 0.6999 -1.1957
C 3.0958 0.6284 -2.5986
C 4.0763 0.9139 -3.5566
C 3.8373 0.7139 -4.8974
C 2.6077 0.1961 -5.3015
C 1.6247 -0.0931 -4.3761
C 1.8407 0.1341 -3.0185
O 0.8818 -0.1242 -2.1308
H 4.2570 0.6673 2.2679
H 4.5848 -0.1947 5.6217
H 2.8424 -1.4585 6.8498
H 0.7242 -2.0709 5.7212
H 0.3536 -1.3774 3.3772
H 4.4321 0.9025 -0.8911
H 5.0362 1.2910 -3.2240
H 4.6012 0.9365 -5.6288
H 2.4238 0.0114 -6.3515
H 0.6698 -0.5019 -4.6836
C 2.8730 3.8418 2.6607
C 3.2561 3.9488 1.3290
C 2.4589 3.4244 0.3287
C 1.2572 2.7788 0.6373
C 0.8710 2.7011 1.9710
C 1.6761 3.2205 2.9749
N 0.4698 2.1931 -0.4054
C 0.1510 3.0713 -1.4676
C -0.1839 2.6050 -2.7447
C -0.4481 3.4850 -3.7822
C -0.4360 4.8530 -3.5742
C -0.1795 5.3312 -2.2964
C 0.1095 4.4604 -1.2619
H 3.5013 4.2444 3.4434
H 4.1837 4.4424 1.0689
H 2.7576 3.5088 -0.7097
H -0.0672 2.2272 2.2264
H 1.3623 3.1378 4.0077
H -0.2587 1.5471 -2.9327
H -0.6826 3.0899 -4.7629
H -0.6413 5.5361 -4.3871
H -0.2069 6.3947 -2.0968
H 0.2993 4.8523 -0.2727
C -1.3365 -5.5027 1.3552
C -2.1810 -4.2736 1.0627
N -1.4212 -3.2989 0.2869
C -0.1073 -3.4018 -0.0624
N 0.5626 -2.3291 -0.3911
C 1.9052 -2.6558 -0.8867
C 2.5920 -3.6346 0.0566
C 1.8226 -4.9388 -0.0083
N 0.3918 -4.6693 -0.1289
C -0.5148 -5.7831 0.1061
H -1.9775 -6.3463 1.6070
H -0.6626 -5.3180 2.1948
H -2.5284 -3.8230 1.9952
H -3.0633 -4.5706 0.4883
H -1.7539 -2.3537 0.3017
H 2.4937 -1.7499 -0.9683
H 1.8360 -3.1017 -1.8884
H 2.5627 -3.2182 1.0668
H 3.6336 -3.7995 -0.2174
H 2.0024 -5.5427 0.8863
H 2.1441 -5.5205 -0.8766
H 0.0768 -6.6903 0.2061
H -1.1834 -5.9050 -0.7518
C -3.0966 3.0150 -1.8416
C -3.4095 2.2546 -0.5524
C -4.9156 1.9347 -0.5414
P -2.3558 0.7133 -0.2702
C -3.3273 -0.4721 -1.3744
C -4.2651 -1.4827 -0.6980
C -2.3727 -1.1468 -2.3672
C -2.6926 0.5389 1.5867
C -2.3381 -0.8345 2.1588
C -4.0268 0.9709 2.1981
H -3.8909 3.7413 -2.0259
H -3.0573 2.3428 -2.7022
H -2.1610 3.5600 -1.7821
H -3.1648 2.9064 0.2906
H -5.2803 1.8034 -1.5605
H -5.4614 2.7764 -0.1130
H -5.1798 1.0449 0.0216
H -3.9464 0.2069 -1.9595
H -5.1569 -1.6245 -1.3099
H -3.7895 -2.4562 -0.5965
H -4.5984 -1.1528 0.2857
H -1.5907 -1.7225 -1.8688
H -1.8902 -0.3989 -3.0004
H -2.9318 -1.8210 -3.0201
H -1.9407 1.2571 1.9374
H -3.1372 -1.5466 1.9436
H -2.2589 -0.7625 3.2455
H -1.3918 -1.2097 1.7844
H -4.8418 0.3001 1.9265
H -4.3078 1.9909 1.9482
H -3.9186 0.9196 3.2837
```

Löwdin population analysis, charges in e, atoms 1 to 2:
1 Ti 1.03
2 O 0.08

---

The following is a quantum chemistry calculation of a molecular structure, C42H55F9IOP2SScSi, from the Open Molecules 2025 dataset.

Output
- Multiplicity: 2
- Kohn-Sham gap (alpha / beta): 5.8 / 6.9 eV
- LUMO (alpha / beta): 2.410 / 2.409 eV
- Net charge: -1
- Energy relative to the best compared isomer or geometry (same formula, charge and spin): 150.9 kJ/mol

```
113
C42H55F9IOP2SScSi | the Open Molecules 2025 dataset | ωB97M-V/def2-TZVPD
Sc 0.2992 2.1009 1.0832
C 4.2404 2.0771 1.1836
Si 2.7856 0.9711 0.6748
C 3.3504 0.1298 -0.9668
C 4.7126 -0.0906 -1.1931
C 5.1691 -1.0163 -2.1214
C 4.2530 -1.7744 -2.8345
C 2.8983 -1.5086 -2.6948
C 2.4435 -0.5239 -1.8181
P 0.7377 0.1512 -1.8438
C -0.2419 -1.0855 -2.8255
C -0.0772 -1.1424 -4.3489
C -0.7162 -2.4261 -4.8939
C -2.0315 -2.7621 -4.1661
C -2.6531 -1.4910 -3.5994
C -1.7456 -0.8991 -2.5140
C 1.0475 1.5809 -2.9848
C -0.2417 2.3492 -3.2780
C 0.0915 3.6369 -4.0250
C 0.7828 3.3616 -5.3783
C 1.2313 1.9044 -5.5131
C 1.9246 1.4026 -4.2491
C 3.0112 -0.6212 1.7580
C 4.2678 -1.2457 1.8030
C 4.4665 -2.4768 2.3956
C 3.3839 -3.1529 2.9477
C 2.1420 -2.5507 2.9452
C 1.9531 -1.2715 2.4005
P 0.3213 -0.4413 2.4787
C 0.0588 -0.0661 4.2783
C -1.2299 0.7438 4.4929
C -1.3934 1.0588 5.9752
C -1.6066 -0.2263 6.8017
C -1.1739 -1.4696 6.0232
C 0.1489 -1.2292 5.3003
C -0.8231 -1.8260 2.0551
C -0.4520 -2.3822 0.6791
C -1.2586 -3.6448 0.3502
C -2.6687 -3.6084 0.9596
C -3.1588 -2.1697 1.0604
C -2.3009 -1.3776 2.0550
H 5.1589 1.5182 1.3868
H 3.9658 2.6264 2.0859
H 4.4472 2.8145 0.4043
H 5.4408 0.4548 -0.6031
H 6.2333 -1.1690 -2.2591
H 4.5878 -2.5414 -3.5226
H 2.1958 -2.0719 -3.2933
H 0.0805 -2.0522 -2.4121
H 0.9611 -1.0779 -4.6703
H -0.5695 -0.2681 -4.7801
H -0.0089 -3.2539 -4.7850
H -0.8975 -2.3147 -5.9667
H -1.8394 -3.4555 -3.3407
H -2.7210 -3.2739 -4.8408
H -3.6441 -1.6824 -3.1819
H -2.8001 -0.7704 -4.4103
H -1.9710 -1.3810 -1.5617
H -1.9710 0.1569 -2.3723
H 1.6009 2.2259 -2.2958
H -0.7289 2.5871 -2.3337
H -0.9520 1.7444 -3.8534
H 0.7500 4.2242 -3.3788
H -0.8113 4.2348 -4.1698
H 1.6523 4.0157 -5.4865
H 0.1122 3.6072 -6.2063
H 1.9015 1.7962 -6.3704
H 0.3632 1.2753 -5.7304
H 2.8467 1.9757 -4.1081
H 2.2496 0.3698 -4.3835
H 5.1136 -0.7622 1.3305
H 5.4529 -2.9258 2.4006
H 3.5086 -4.1403 3.3754
H 1.3054 -3.1012 3.3511
H 0.8806 0.6343 4.4663
H -2.1033 0.1999 4.1384
H -1.1857 1.6682 3.9186
H -2.2265 1.7491 6.1201
H -0.4976 1.5898 6.3102
H -2.6544 -0.3218 7.0974
H -1.0307 -0.1714 7.7301
H -1.9406 -1.7406 5.2908
H -1.0825 -2.3271 6.6951
H 0.4784 -2.1537 4.8375
H 0.9159 -0.9903 6.0438
H -0.6852 -2.6165 2.8031
H 0.6192 -2.5911 0.6068
H -0.6511 -1.5933 -0.0509
H -0.7208 -4.5276 0.7069
H -1.3274 -3.7480 -0.7380
H -2.6523 -4.0437 1.9649
H -3.3526 -4.2245 0.3716
H -4.2056 -2.1238 1.3665
H -3.1131 -1.6993 0.0748
H -2.7122 -1.5048 3.0588
H -2.3585 -0.3151 1.8214
S 2.1585 4.6343 -0.8332
C 1.1882 3.5226 -0.3169
I 0.9976 3.5620 3.3931
F -2.5039 3.8106 -1.3260
C -3.2928 2.9367 -0.6913
F -4.5587 3.3630 -0.8329
F -3.1975 1.7701 -1.3276
C -2.8636 2.7911 0.8014
O -1.7612 2.0239 0.9071
C -4.0453 2.1330 1.5818
F -5.0821 2.9623 1.7691
F -3.6522 1.7133 2.7824
F -4.5071 1.0636 0.9155
C -2.6197 4.2179 1.3818
F -2.6384 4.1961 2.7174
F -3.5476 5.1032 0.9794
F -1.4299 4.6744 0.9940
```

Löwdin population analysis, charges in e, atoms 1 to 2:
1 Sc 0.20
2 C -0.25

---

The following is a quantum chemistry calculation of 7 unconnected molecules or ions with the total composition C42H55IN10O2, from the Open Molecules 2025 dataset.

Output
- Kohn-Sham gap: 7.1 eV
- LUMO: -0.559 eV
- Net charge: 0
- Structure (SMILES): C#C[C@](OC#N)(O[C@](I)(CC)CCCCCN)[C@H](N)c1cccnc1.c1cc[nH]c1.c1cc[nH]c1.c1cc[nH]c1.c1cc[nH]c1.c1cc[nH]c1.c1cc[nH]c1

```
110
C42H55IN10O2 | the Open Molecules 2025 dataset | ωB97M-V/def2-TZVPD
C 4.1907 1.5328 2.3937
C 3.3833 1.3779 1.2418
C 2.4911 1.2214 -0.1221
O 2.9878 0.0072 -0.8139
C 2.6175 -0.0097 -2.2347
N 2.2127 0.0051 -3.4886
O 2.3055 2.3945 -0.9408
C 3.4579 3.2167 -1.2116
I 2.8937 4.3711 -3.0477
C 4.8666 2.4965 -1.5819
C 5.1239 2.1725 -3.1669
C 3.7318 4.4394 -0.1012
C 2.3532 5.0579 0.5353
C 2.5323 6.6978 0.5711
C 1.1517 7.4670 0.0827
C -0.0713 7.1393 1.1296
N -1.3739 7.3596 0.3406
C 0.9655 0.7942 0.4251
N 0.9903 -0.6241 1.0116
C -0.2147 1.0226 -0.6868
C -0.9079 2.4903 -1.0600
C -2.0954 2.4831 -2.2263
C -2.4928 1.0197 -2.8457
N -1.9055 -0.3208 -2.5086
C -0.8091 -0.2806 -1.4826
H 4.8191 1.4362 3.3900
H 5.1133 1.5080 -0.9883
H 5.7285 3.2616 -1.2659
H 5.5916 3.1007 -3.7543
H 5.9867 1.3470 -3.1970
H 4.2197 1.7005 -3.7390
H 4.3973 3.9485 0.7537
H 4.4261 5.2313 -0.6310
H 2.3059 4.7137 1.6769
H 1.3723 4.6918 0.0033
H 2.8828 7.0163 1.6625
H 3.3876 7.0932 -0.1565
H 0.8866 7.0016 -0.9843
H 1.3355 8.6219 -0.0142
H -0.0072 7.8594 2.0570
H -0.0762 6.0340 1.5350
H -1.3501 6.6852 -0.4748
H -2.1692 7.1256 0.9752
H 0.7243 1.5116 1.3483
H -0.0005 -0.9323 1.1755
H 1.3786 -0.4728 1.9917
H -0.5481 3.4775 -0.5424
H -2.6469 3.4428 -2.6158
H -3.3722 1.0219 -3.6542
H -0.3298 -1.3337 -1.1853
C 6.0667 -3.0563 -5.8150
C 5.9355 -2.0794 -6.8307
C 5.1158 -1.0868 -6.3421
N 4.7440 -1.4329 -5.0690
C 5.3236 -2.6298 -4.7370
H 6.6422 -3.9716 -5.8640
H 6.3905 -2.0976 -7.8126
H 4.7650 -0.1669 -6.7906
H 4.1377 -0.8896 -4.4683
H 5.1567 -3.0750 -3.7654
C 0.9197 -3.7973 -7.9477
C 0.3853 -3.7120 -6.6399
C 1.4249 -3.4048 -5.7909
N 2.5686 -3.3065 -6.5399
C 2.2693 -3.5389 -7.8571
H 0.3784 -4.0218 -8.8576
H -0.6469 -3.8582 -6.3489
H 1.4489 -3.2495 -4.7205
H 3.4891 -3.0947 -6.1774
H 3.0404 -3.5021 -8.6149
C 0.1069 -2.5689 5.6998
C 1.2868 -3.3365 5.8481
C 2.3536 -2.5001 5.6067
N 1.8586 -1.2560 5.3134
C 0.4897 -1.2872 5.3731
H -0.9120 -2.9136 5.8197
H 1.3514 -4.3861 6.1041
H 3.4198 -2.6835 5.6173
H 2.4163 -0.4423 5.0889
H -0.0934 -0.3973 5.1771
C -2.8931 -5.6064 3.1873
C -1.7132 -6.3740 3.3356
C -0.6464 -5.5376 3.0942
N -1.1414 -4.2935 2.8009
C -2.5103 -4.3247 2.8606
H -3.9120 -5.9511 3.3072
H -1.6486 -7.4236 3.5916
H 0.4198 -5.7210 3.1048
H -0.5837 -3.4798 2.5764
H -3.0934 -3.4348 2.6646
C -5.2316 -0.2639 0.4750
C -6.3757 -0.1733 1.3033
C -6.0359 -0.6953 2.5313
N -4.7284 -1.1021 2.4714
C -4.2281 -0.8380 1.2230
H -5.1483 0.0561 -0.5555
H -7.3431 0.2301 1.0333
H -6.6115 -0.8130 3.4397
H -4.2131 -1.5294 3.2301
H -3.2040 -1.0819 0.9740
C -9.5469 -3.3082 4.5903
C -10.4123 -2.6337 5.4844
C -9.7949 -1.4565 5.8438
N -8.5853 -1.3995 5.2016
C -8.4279 -2.5217 4.4307
H -9.7217 -4.2638 4.1133
H -11.3818 -2.9700 5.8285
H -10.1113 -0.6574 6.5008
H -7.9144 -0.6466 5.2832
H -7.5348 -2.6650 3.8373
```

Löwdin population analysis, charges in e, atoms 1 to 2:
1 C 0.12
2 C 0.03

---

Calculated total energy list, top to bottom, in Ha: -3377.85932, -5036.50693, -2628.40471